1.
{"formula": "C24H25N5O4S3Ti", "method": "wB97M-V/def2-TZVPD", "homo_ev": [-6.271, -8.328], "relative_energy_kcal_mol": 33.7, "multiplicity": 3, "lumo_ha": [0.00773, -0.02417], "e_tot_ha": -3548.37573, "orbital_gap_ha": [0.2382, 0.2819], "fmax_ev_per_a": 1.1, "symbols": ["Ti", "N", "C", "S", "N", "N", "C", "C", "C", "C", "C", "C", "C", "C", "C", "C", "C", "C", "N", "H", "H", "H", "H", "H", "H", "H", "H", "H", "H", "H", "O", "S", "O", "N", "C", "O", "C", "C", "C", "C", "C", "C", "H", "H", "H", "H", "C", "C", "S", "O", "C", "C", "H", "H", "H", "H", "H", "H", "H", "H", "H", "H"], "xyz": [[-0.5171, -0.5071, 0.2782], [-1.3598, -1.3436, 4.1122], [-1.1819, -0.6281, 2.9698], [-2.4748, -0.7272, 1.7631], [-0.0922, 0.0896, 2.8617], [-0.0535, 0.8155, 1.6210], [-0.6420, 2.0138, 1.4845], [-1.1422, 2.8684, 2.5731], [-2.3024, 3.6244, 2.4045], [-2.7907, 4.4176, 3.4334], [-2.1310, 4.4585, 4.6535], [-0.9824, 3.6963, 4.8357], [-0.4926, 2.9050, 3.8086], [-0.8759, 2.3348, 0.0987], [-0.9349, 3.6501, -0.4128], [-1.0800, 3.8537, -1.7510], [-1.1582, 2.7398, -2.6210], [-1.0769, 1.4930, -2.0808], [-0.9549, 1.2626, -0.7511], [-2.0285, -2.0924, 4.0875], [-0.5628, -1.4425, 4.7190], [-2.8523, 3.5665, 1.4744], [-3.6971, 4.9895, 3.2821], [-2.5175, 5.0700, 5.4587], [-0.4631, 3.7132, 5.7853], [0.3975, 2.3084, 3.9589], [-0.8370, 4.4795, 0.2744], [-1.1134, 4.8610, -2.1477], [-1.2682, 2.8581, -3.6899], [-1.1058, 0.6097, -2.7082], [0.5977, -6.4167, -0.8709], [0.9772, -5.0943, -1.2613], [2.0985, -4.9030, -2.1374], [1.1445, -4.1334, 0.0548], [0.2797, -3.1677, 0.0339], [0.2002, -2.2325, 0.9026], [-0.6964, -3.1801, -1.1295], [-1.7505, -2.3304, -1.4288], [-2.5170, -2.6025, -2.5581], [-2.2333, -3.7074, -3.3566], [-1.1754, -4.5563, -3.0562], [-0.4261, -4.2580, -1.9338], [-2.0588, -1.4755, -0.8198], [-3.3497, -1.9595, -2.8107], [-2.8523, -3.9123, -4.2212], [-0.9553, -5.4184, -3.6719], [2.7700, 1.5266, -2.8737], [3.2976, 0.3321, -2.0896], [2.3480, 0.0861, -0.6194], [1.0666, -0.6341, -1.1532], [3.2955, -1.1668, 0.2260], [3.9196, -2.2618, -0.6248], [3.2140, 1.5407, -3.8684], [3.0098, 2.4664, -2.3770], [1.6877, 1.4781, -2.9976], [4.3319, 0.4670, -1.7653], [3.2198, -0.6026, -2.6478], [2.5681, -1.5643, 0.9394], [4.0299, -0.5903, 0.7970], [3.1838, -2.7658, -1.2518], [4.3359, -3.0147, 0.0447], [4.7304, -1.8864, -1.2492]], "forces_ev_per_angstrom": [[-0.1, -0.3, 0.1], [0.0, 0.0, 0.0], [0.0, 0.3, -0.1], [0.1, 0.1, 0.1], [-0.3, 0.4, -0.6], [-0.3, 0.0, 0.9], [-0.1, 0.2, -0.2], [0.3, -0.2, 0.0], [-0.2, 0.1, 0.0], [0.1, -0.1, -0.1], [0.0, 0.0, 0.0], [0.0, 0.0, 0.0], [0.1, 0.1, 0.1], [0.0, 0.2, 0.0], [-0.1, -0.1, 0.3], [0.0, 0.0, -0.4], [0.0, 0.3, 0.1], [0.0, -0.3, 0.3], [0.1, 0.7, -0.1], [0.0, 0.0, 0.0], [0.0, 0.0, 0.0], [0.0, 0.0, 0.0], [0.0, 0.0, 0.0], [0.0, 0.0, 0.0], [0.0, 0.0, 0.0], [0.0, 0.0, 0.0], [0.0, 0.0, 0.0], [0.0, 0.0, 0.0], [0.0, 0.0, 0.0], [0.0, 0.0, 0.0], [0.1, -0.2, -0.1], [0.0, 0.1, 0.3], [0.1, -0.1, -0.1], [0.1, 0.1, 0.0], [-0.4, 0.1, 0.0], [0.4, -0.9, -0.2], [0.2, 0.0, 0.4], [-0.1, 0.0, -0.2], [0.1, -0.1, 0.0], [-0.1, 0.0, -0.1], [0.0, 0.1, 0.1], [-0.2, -0.1, -0.5], [-0.2, -0.3, 0.0], [0.0, 0.0, 0.0], [0.0, 0.0, 0.0], [0.0, 0.0, 0.0], [0.0, 0.0, -0.1], [0.1, 0.0, -0.4], [-1.1, -0.2, -0.1], [0.8, 0.5, 0.4], [0.1, -0.1, 0.1], [-0.1, 0.0, 0.1], [0.0, 0.0, 0.0], [0.0, 0.0, 0.0], [0.0, -0.1, 0.0], [0.0, 0.0, -0.1], [0.0, 0.0, 0.0], [0.0, 0.0, 0.0], [0.0, -0.1, 0.0], [0.0, 0.0, 0.0], [0.0, 0.0, 0.0], [0.0, 0.0, 0.0]], "nbo_charge": [1.2979, -0.8023, 0.3075, -0.2822, -0.4138, -0.4601, 0.1716, -0.0241, -0.2158, -0.2038, -0.2075, -0.2140, -0.1864, 0.1447, -0.2126, -0.1851, -0.2742, 0.0463, -0.5782, 0.4035, 0.3978, 0.2188, 0.2130, 0.2137, 0.2143, 0.2324, 0.2341, 0.2202, 0.2240, 0.2087, -0.9203, 2.3074, -0.9412, -0.7845, 0.6206, -0.7244, -0.0610, -0.2268, -0.1749, -0.1942, -0.1674, -0.3114, 0.2031, 0.2220, 0.2221, 0.2376, -0.6197, -0.6035, 1.2747, -0.9795, -0.6014, -0.6324, 0.2271, 0.2185, 0.2281, 0.2346, 0.2499, 0.2786, 0.2330, 0.2539, 0.2418, 0.2016]}

=====

2.
{"formula": "C2H7N4O", "method": "wB97M-V/def2-TZVPD", "homo_ev": -13.515, "relative_energy_kcal_mol": 67.4, "smiles": "[H]/N=C(\\O)C(=[NH2+])NN", "lumo_ha": -0.14895, "e_tot_ha": -374.34227, "orbital_gap_ha": 0.3477, "fmax_ev_per_a": 4.7, "charge": 1, "symbols": ["H", "N", "C", "O", "C", "N", "N", "N", "H", "H", "H", "H", "H", "H"], "xyz": [[-1.2912, -1.4152, 2.1732], [-0.7924, -0.6933, 1.6628], [-0.6379, -0.9163, 0.4612], [-0.9703, -1.9197, -0.3400], [0.3226, 0.0496, -0.6830], [0.8800, -0.1537, -2.0123], [0.5947, 1.1884, -0.0841], [0.0648, 1.6737, 1.0799], [-1.4573, -2.6717, 0.0291], [1.3056, 0.6770, -2.3981], [0.5334, -0.8765, -2.6137], [1.1538, 1.9003, -0.5591], [0.7154, 2.2039, 1.6482], [-0.4211, 0.9536, 1.6359]], "forces_ev_per_angstrom": [[-0.1, 0.0, 0.1], [0.0, 0.1, 0.3], [1.9, -0.6, -4.3], [-0.1, -0.4, -0.5], [-0.1, 0.6, 0.9], [-1.7, 0.2, 4.4], [0.6, -0.4, -1.0], [-0.7, 0.7, 0.8], [0.0, 0.2, 0.4], [-0.1, -0.2, -0.3], [-0.2, -0.1, 0.0], [-0.2, -0.3, 0.0], [0.3, -0.1, -0.4], [0.5, 0.4, -0.4]], "nbo_charge": [0.4121, -0.7091, 0.6303, -0.6702, 0.4330, -0.7766, -0.3004, -0.6247, 0.5211, 0.4119, 0.4410, 0.4171, 0.3936, 0.4208]}

=====

3.
{"formula": "C34H34N5O2Sc", "method": "wB97M-V/def2-TZVPD", "homo_ev": -7.398, "relative_energy_kcal_mol": 5.2, "lumo_ha": 0.02078, "e_tot_ha": -2501.17507, "orbital_gap_ha": 0.2926, "fmax_ev_per_a": 1.8, "symbols": ["Sc", "C", "C", "O", "C", "C", "C", "N", "N", "C", "O", "C", "C", "C", "C", "C", "C", "H", "H", "H", "H", "H", "H", "H", "H", "H", "H", "H", "H", "C", "C", "C", "C", "C", "C", "C", "N", "C", "N", "C", "C", "C", "C", "C", "C", "C", "N", "C", "C", "C", "C", "C", "C", "C", "H", "H", "H", "H", "H", "H", "H", "H", "H", "H", "H", "H", "H", "H", "H", "H", "H", "H", "H", "H", "H", "H"], "xyz": [[-0.0244, -0.0330, -0.1023], [-3.3430, 2.4710, 0.2461], [-2.6672, 1.1981, -0.1926], [-1.3963, 1.2923, -0.4236], [-3.3961, 0.0399, -0.3417], [-2.8331, -1.2258, -0.6955], [-3.7385, -2.3664, -1.0546], [-1.5400, -1.3841, -0.6805], [-1.0229, -2.6272, -1.0409], [0.2770, -2.5964, -1.0807], [0.9918, -1.5245, -0.8501], [0.9814, -3.8421, -1.4658], [2.2618, -3.7612, -2.0059], [2.9257, -4.9071, -2.4131], [2.3207, -6.1474, -2.2683], [1.0506, -6.2351, -1.7136], [0.3816, -5.0896, -1.3168], [-3.3798, 3.1762, -0.5867], [-2.7477, 2.9223, 1.0407], [-4.3528, 2.2886, 0.6065], [-4.4670, 0.0909, -0.2116], [-4.7717, -2.0331, -1.1159], [-3.6546, -3.1581, -0.3090], [-3.4290, -2.7927, -2.0080], [2.7257, -2.7883, -2.1039], [3.9168, -4.8353, -2.8430], [2.8387, -7.0443, -2.5836], [0.5846, -7.2046, -1.5901], [-0.6113, -5.1421, -0.8910], [5.2915, 0.5206, 1.5048], [5.3990, 1.9711, 1.8934], [6.4171, 2.3945, 2.7437], [6.6187, 3.7345, 3.0332], [5.7940, 4.6915, 2.4634], [4.7577, 4.2961, 1.6361], [4.5451, 2.9481, 1.3604], [3.4882, 2.5982, 0.4830], [2.3785, 1.8520, 0.7812], [2.2109, 1.5625, 2.0850], [1.3116, 0.6755, 2.7483], [0.3360, -0.0454, 2.0501], [-0.4658, -0.8900, 2.8327], [-0.3123, -1.0080, 4.2051], [0.6691, -0.2703, 4.8471], [1.4994, 0.5830, 4.1347], [2.5618, 1.3773, 4.8549], [1.5475, 1.4801, -0.1478], [1.6917, 1.8991, -1.4937], [2.1010, 0.9702, -2.4517], [2.1609, 1.3223, -3.7912], [1.8157, 2.6046, -4.1853], [1.4035, 3.5273, -3.2352], [1.3305, 3.1981, -1.8870], [0.7986, 4.1769, -0.8744], [6.1702, -0.0269, 1.8408], [5.2168, 0.4245, 0.4199], [4.4128, 0.0348, 1.9297], [7.0814, 1.6480, 3.1626], [7.4292, 4.0303, 3.6862], [5.9476, 5.7421, 2.6719], [4.0937, 5.0321, 1.1984], [3.4740, 3.0239, -0.4309], [2.8776, 2.0107, 2.6928], [-1.2411, -1.4777, 2.3462], [-0.9474, -1.6717, 4.7798], [0.7927, -0.3620, 5.9201], [2.5277, 1.1633, 5.9214], [2.4149, 2.4551, 4.7324], [3.5692, 1.1296, 4.5051], [2.3704, -0.0264, -2.1282], [2.4789, 0.5923, -4.5245], [1.8537, 2.8836, -5.2303], [1.1163, 4.5259, -3.5434], [0.4768, 5.0956, -1.3619], [1.5431, 4.4355, -0.1186], [-0.0536, 3.7337, -0.3538]], "forces_ev_per_angstrom": [[1.1, 1.1, 1.0], [0.1, -0.1, -0.1], [-0.5, 0.0, -0.1], [-1.1, 1.0, -0.2], [0.1, 0.2, 0.0], [0.1, -0.2, 0.0], [0.0, 0.1, 0.0], [-0.2, -0.5, -0.1], [0.0, -0.4, -0.1], [-0.5, -0.1, -0.2], [0.5, -1.1, -0.7], [0.2, -0.1, 0.0], [0.0, 0.1, 0.1], [0.0, -0.1, 0.0], [0.0, 0.0, 0.0], [0.0, 0.0, 0.0], [-0.1, 0.0, 0.0], [0.0, 0.0, 0.0], [0.0, 0.0, 0.0], [0.0, 0.0, 0.0], [0.0, 0.0, 0.0], [0.0, 0.0, 0.0], [0.0, 0.0, 0.0], [0.0, 0.0, 0.0], [0.0, 0.0, 0.0], [0.0, 0.0, 0.0], [0.0, 0.0, 0.0], [0.0, 0.0, 0.0], [0.0, 0.0, 0.0], [-0.1, 0.1, 0.0], [0.0, 0.0, -0.1], [0.0, 0.0, 0.0], [0.0, 0.0, 0.0], [0.0, 0.1, 0.0], [-0.1, -0.1, 0.0], [0.2, 0.1, 0.2], [-0.1, 0.0, -0.3], [0.1, 0.1, 0.0], [0.2, 0.0, 0.2], [-0.2, -0.1, -0.2], [0.2, 0.0, 0.6], [0.1, 0.1, -0.1], [-0.1, -0.1, 0.1], [0.0, 0.0, 0.0], [0.0, 0.0, 0.1], [-0.1, -0.1, 0.0], [0.0, 0.0, 0.1], [0.3, 0.1, -0.3], [0.1, 0.1, 0.1], [0.0, 0.0, -0.1], [0.0, 0.0, 0.0], [0.0, 0.0, 0.0], [-0.2, 0.0, 0.1], [0.0, -0.1, 0.0], [0.0, 0.0, 0.0], [0.0, 0.0, 0.0], [-0.1, 0.0, 0.0], [0.0, 0.0, 0.0], [0.0, 0.0, 0.0], [0.0, 0.0, 0.0], [0.0, 0.0, 0.0], [0.1, 0.0, 0.0], [0.1, 0.0, -0.1], [0.0, 0.0, 0.0], [0.0, 0.0, 0.0], [0.0, 0.0, 0.0], [0.0, 0.0, 0.0], [0.0, 0.0, 0.0], [0.0, 0.0, 0.0], [0.0, 0.0, 0.0], [0.0, 0.0, 0.0], [0.0, 0.0, 0.0], [0.0, 0.0, 0.0], [0.0, 0.0, 0.0], [0.0, 0.0, 0.0], [0.0, 0.0, 0.0]], "mulliken_charge": [-0.4324, -1.3748, 1.0505, -0.4852, -1.3042, 1.0706, -1.4028, 0.4285, -0.9668, 0.3983, -0.5216, 0.2544, -0.1955, -0.6603, -0.3619, -0.6846, -0.3586, 0.3093, 0.2993, 0.3801, 0.2621, 0.4091, 0.2872, 0.3362, 0.3538, 0.3943, 0.3781, 0.3804, 0.4392, -1.2409, 1.3339, -0.7526, -0.6686, -0.6802, -0.5371, -0.5237, 0.4485, 0.3953, 0.1785, 0.1496, 0.7702, 0.1524, -1.3717, -0.6467, 0.6890, -1.4701, 0.6316, -0.1461, -0.8843, -0.9405, -0.6416, -0.9368, 1.2666, -0.9950, 0.4991, 0.2919, 0.2108, 0.3933, 0.4009, 0.4007, 0.4736, 0.3419, -0.0721, 0.4467, 0.4064, 0.3330, 0.3795, 0.3731, 0.2824, 0.6492, 0.4481, 0.4158, 0.4258, 0.4861, 0.0661, 0.0852]}